1.
A structure of composition C39H64Cl2N7O13PPbS. Source: the OMol25 dataset; level of theory: the ωB97M-V functional and the def2-TZVPD basis.

The total energy is -128953.448 eV. As for the LUMO energy: 3.6 eV. The charge is -2. As for the energy above the lowest of the compared OMol25 structures with the same formula, charge and spin: 0.00 kJ/mol. The calculation puts the orbital gap at 6.52 eV.

Last column: Mulliken charge in e.
Cartesian coordinates (Å):
Pb  1.27321  0.37130  1.06510  0.966
O  0.60169  2.75927  4.61617  -0.754
C  1.35363  2.15723  3.84892  0.839
O  1.56027  0.89083  3.82428  -0.725
C  2.16738  2.97236  2.75720  0.168
O  2.50663  4.12689  2.97060  -0.709
O  2.46555  2.30375  1.68489  -0.527
O  -1.21352  0.03132  -1.30758  -0.710
H  -0.23410  0.25766  -1.37928  0.189
H  -1.62266  0.84164  -0.98284  0.185
O  4.16875  0.46131  3.48528  -0.798
H  4.22682  0.98534  2.67891  0.295
H  3.22138  0.57098  3.73584  0.494
O  -1.83406  -2.02050  0.46851  0.278
H  -1.64679  -1.31774  -0.18847  0.141
H  -1.29388  -1.78428  1.23692  -0.069
O  3.94698  -1.83157  0.37347  -0.495
C  2.88334  -1.59355  0.81753  -0.080
Cl  -3.03549  3.50213  -0.32775  -0.225
C  -2.35835  3.71086  1.31918  0.376
Cl  -0.65051  3.33398  1.37508  0.056
H  -2.89749  3.04545  1.98131  -0.545
H  -2.48573  4.74707  1.59973  0.406
C  -7.12339  1.96493  5.05562  -1.093
C  -6.70697  0.87364  4.07405  -0.870
N  -5.36235  0.36389  4.32284  0.392
C  -5.24395  -0.94458  4.95392  -0.463
C  -5.57142  -0.92896  6.44352  -1.367
C  -4.32007  1.07652  3.79359  -0.146
O  -4.52905  2.10741  3.16775  -0.753
C  -2.94082  0.53287  3.99321  -0.676
C  -2.33952  0.43937  5.24691  0.286
C  -1.09625  -0.14244  5.34805  -1.116
C  -0.47450  -0.60034  4.19371  -0.351
N  -1.03988  -0.52779  3.00020  0.307
C  -2.23133  0.07266  2.90346  0.229
H  -8.13766  2.30754  4.83701  0.386
H  -6.44418  2.81206  4.96280  0.285
H  -7.09058  1.60367  6.08501  0.264
H  -6.72435  1.28627  3.06673  0.429
H  -7.39667  0.02888  4.11699  0.426
H  -4.23264  -1.31044  4.80715  0.386
H  -5.92055  -1.63434  4.44142  0.353
H  -4.97728  -0.17136  6.95748  0.268
H  -5.34356  -1.90261  6.88259  0.420
H  -6.62916  -0.71783  6.61761  0.331
H  -2.84340  0.83340  6.12310  0.604
H  -0.57742  -0.20201  6.29448  0.432
H  0.43280  -1.18679  4.25241  0.384
H  -2.65473  0.14261  1.90528  0.525
C  -4.81317  -3.63615  2.25928  -1.275
C  -4.00999  -4.20907  1.11957  1.184
C  -3.04362  -5.18569  1.36056  -0.810
C  -2.25876  -5.67639  0.33351  -0.596
C  -2.44150  -5.17516  -0.95180  0.041
C  -3.39766  -4.20872  -1.21261  -0.390
C  -4.18184  -3.73543  -0.17241  -0.501
S  -1.36519  -5.71418  -2.24318  1.375
O  -1.80891  -5.10025  -3.46484  -0.729
O  -1.24380  -7.14466  -2.16772  -0.780
N  0.08775  -5.08809  -1.85038  -0.376
C  0.11995  -3.60436  -1.78777  0.122
C  1.35418  -3.14644  -1.03367  1.070
C  1.38029  -3.61429  0.41433  0.748
O  0.78794  -4.62360  0.77061  -0.706
O  2.09145  -2.91165  1.25491  -0.369
H  -5.00456  -4.38819  3.02603  0.410
H  -5.76527  -3.23372  1.91089  0.387
H  -4.25485  -2.81859  2.72624  0.014
H  -2.88229  -5.54051  2.37280  0.333
H  -1.49676  -6.42266  0.51779  0.374
H  -3.50135  -3.82607  -2.21962  0.477
H  -4.91136  -2.95609  -0.36209  0.275
H  0.34854  -5.43462  -0.92062  0.440
H  -0.77016  -3.21284  -1.28432  -0.450
H  0.13249  -3.21890  -2.80579  0.451
H  1.41499  -2.05679  -1.06937  -1.204
H  2.26079  -3.53836  -1.50495  0.298
N  1.40034  0.74125  -1.17972  -0.081
P  2.39470  1.22246  -2.23394  -1.160
N  4.04614  1.13435  -1.93438  1.458
C  5.05457  0.42864  -2.70672  -0.404
C  6.33710  1.25514  -2.76556  -0.726
C  6.82991  1.58125  -1.35520  -0.830
C  5.72232  2.27637  -0.56117  -0.948
C  4.47596  1.40415  -0.55117  0.436
N  2.32188  0.45102  -3.75998  0.365
C  2.40607  -1.01599  -3.60857  -0.198
C  2.62924  -1.66957  -4.96477  -1.337
C  1.47556  -1.31891  -5.90441  -0.715
C  1.28719  0.19742  -5.95719  -1.050
C  1.12077  0.76403  -4.55240  -0.264
N  2.14373  2.82918  -2.67827  0.525
C  1.57774  3.74207  -1.68170  -0.163
C  0.81225  4.84991  -2.39191  -0.769
C  1.74238  5.58311  -3.35985  -0.756
C  2.37121  4.59292  -4.34292  -0.875
C  3.08281  3.47693  -3.57976  -0.490
H  4.67990  0.24978  -3.71294  -0.026
H  5.28493  -0.54371  -2.24216  0.323
H  6.12988  2.18788  -3.30131  0.231
H  7.10047  0.70315  -3.32337  0.385
H  7.73121  2.19940  -1.39482  0.484
H  7.09178  0.64595  -0.84534  0.302
H  5.47977  3.23664  -1.02920  0.315
H  6.04071  2.47352  0.46475  0.340
H  3.67852  1.90772  -0.00638  -0.560
H  4.69160  0.46097  -0.03243  0.167
H  1.46759  -1.39495  -3.18200  -0.388
H  3.20380  -1.26983  -2.91089  0.777
H  2.70317  -2.75335  -4.83908  0.380
H  3.57315  -1.30894  -5.38797  0.345
H  0.55713  -1.77965  -5.52328  0.219
H  1.65646  -1.72021  -6.90486  0.457
H  0.41524  0.45624  -6.56452  0.428
H  2.16960  0.65772  -6.41584  0.327
H  0.22428  0.32639  -4.08651  0.161
H  0.98470  1.84217  -4.57975  0.278
H  2.36831  4.18767  -1.05861  0.173
H  0.93071  3.16654  -1.02566  -0.123
H  0.39210  5.54282  -1.65854  0.337
H  -0.01732  4.40043  -2.94920  0.281
H  2.54111  6.06675  -2.78428  0.308
H  1.20267  6.36762  -3.89896  0.428
H  3.07885  5.10084  -5.00507  0.367
H  1.58439  4.15044  -4.96381  0.297
H  3.92793  3.90943  -3.01920  0.152
H  3.48402  2.72828  -4.26441  0.374

=====

2.
A structure of composition C36H71BMoN3P3Te in a non-equilibrium geometry. Source: the OMol25 dataset; level of theory: the ωB97M-V functional and the def2-TZVPD basis.

The total energy is -80645.917 eV. The multiplicity is 3. As for the LUMO energy (spin up / spin down): 0.1 / 0.3 eV. As for the expectation value of S²: 2.0261. The calculation puts the orbital gap (spin up / spin down) at 5.50 / 6.75 eV.

Last column: Mulliken charge in e.
Cartesian coordinates (Å):
Mo  0.52511  0.58572  0.78552  -1.373
C  2.89341  -0.12011  -5.54007  -1.775
C  1.63919  -0.43345  -4.70654  2.069
C  0.79546  0.81393  -4.47252  -1.720
C  0.83374  -1.53784  -5.43696  -1.714
P  2.13134  -1.12066  -2.85305  -0.261
C  0.61400  -2.08460  -2.51043  -1.819
N  0.32301  -2.25342  -1.11160  0.753
B  0.59562  -1.50473  0.09306  1.285
N  0.28951  -2.48691  1.17645  1.092
C  0.56043  -2.37737  2.59651  -1.360
P  1.13667  -0.57138  2.89171  0.073
C  3.01368  -0.79077  3.20791  2.395
C  3.69520  -1.32658  1.95333  -1.603
C  3.65159  0.58651  3.57671  -1.565
C  3.20224  -1.67234  4.42681  -1.987
C  0.12237  -0.04229  4.34913  2.686
C  -1.36159  -0.24328  3.86387  -1.793
C  0.42361  -0.80439  5.63703  -1.796
C  0.46177  1.40327  4.61871  -1.835
C  -0.32609  -3.60915  0.66168  0.332
C  -0.96715  -4.69643  1.25418  -0.642
C  -1.71463  -5.55116  0.41605  -0.725
C  -1.75812  -5.35137  -0.94452  -0.960
C  -1.02109  -4.34816  -1.54891  -0.681
C  -0.34241  -3.42097  -0.73824  0.525
C  3.48439  -2.57806  -2.88107  1.935
C  3.88718  -3.00848  -4.27592  -1.829
C  4.71185  -2.02640  -2.18047  -1.495
C  2.92723  -3.76900  -2.05440  -1.618
H  2.63974  0.66529  -6.26635  0.487
H  3.33638  -0.96161  -6.07533  0.345
H  3.67914  0.25625  -4.84382  0.326
H  0.74791  1.37255  -5.41096  0.603
H  1.18775  1.45899  -3.67603  0.270
H  -0.20208  0.48619  -4.15750  0.226
H  0.59859  -1.17005  -6.46895  0.466
H  -0.12848  -1.84472  -4.98705  0.280
H  1.45889  -2.42636  -5.57619  0.253
H  0.70733  -3.09079  -2.93697  0.439
H  -0.17051  -1.50052  -3.00739  0.784
H  1.36147  -3.04332  2.90398  0.575
H  -0.33274  -2.63733  3.24115  0.398
H  3.37608  -0.70398  1.09865  -0.323
H  3.45218  -2.37802  1.73279  0.325
H  4.82485  -1.19684  2.03572  0.626
H  3.54849  1.27710  2.70469  0.024
H  4.67134  0.45521  3.92118  0.627
H  3.08455  1.03141  4.41738  0.340
H  2.27001  -2.21449  4.69966  0.417
H  3.52911  -1.10364  5.28446  0.456
H  3.92169  -2.45199  4.16201  0.338
H  -1.63616  -1.28992  3.73501  0.393
H  -1.60292  0.26065  2.93928  0.149
H  -2.06149  0.13050  4.62124  0.537
H  0.22152  -1.88287  5.56381  0.312
H  -0.12625  -0.35191  6.47576  0.491
H  1.49237  -0.74156  5.81816  0.376
H  0.33227  2.02943  3.70430  0.170
H  1.45409  1.52775  5.04849  0.591
H  -0.18335  1.78499  5.44970  0.465
H  -0.80621  -4.91246  2.30240  0.468
H  -2.31058  -6.33743  0.87017  0.368
H  -2.19710  -6.06357  -1.61524  0.421
H  -0.90764  -4.26706  -2.63972  0.362
H  4.39003  -2.18459  -4.76814  0.335
H  3.05295  -3.23511  -4.92441  0.279
H  4.53760  -3.87913  -4.26919  0.475
H  5.10598  -1.13746  -2.71849  0.345
H  5.49078  -2.79343  -2.09210  0.495
H  4.42140  -1.64826  -1.20186  0.112
H  2.24212  -4.49690  -2.54285  0.239
H  2.49418  -3.43117  -1.09601  -0.040
H  3.85527  -4.29465  -1.82287  0.682
Te  2.41572  1.88052  -0.19951  -0.804
C  -2.75532  4.50505  -1.85387  -2.027
C  -1.84263  3.31524  -1.52794  2.116
C  -2.02634  2.24305  -2.63535  -1.364
C  -0.39322  3.84300  -1.56996  -0.997
P  -2.25567  2.40894  0.15313  -1.771
N  -1.06749  1.39288  0.53108  1.157
C  -3.90710  1.40433  0.13422  2.675
C  -3.57599  0.07897  -0.57076  -1.780
C  -5.03991  2.09504  -0.70169  -1.695
C  -4.49251  1.24242  1.57419  -1.601
C  -2.24107  3.79009  1.48934  2.075
C  -3.32089  4.90027  1.31701  -1.575
C  -0.85719  4.46205  1.49164  -1.699
C  -2.41956  3.13505  2.91672  -1.883
H  -2.79896  4.61727  -2.94226  0.458
H  -2.37749  5.40288  -1.37196  0.386
H  -3.77936  4.38556  -1.55269  0.384
H  -1.71838  2.62451  -3.58843  0.801
H  -3.10386  1.91150  -2.62263  0.087
H  -1.42002  1.36962  -2.31274  -0.028
H  -0.15688  4.04678  -2.59853  0.627
H  0.32866  3.13723  -1.14538  -0.823
H  -0.27737  4.78792  -1.02724  0.365
H  -3.62407  0.10383  -1.67632  0.220
H  -4.26616  -0.74866  -0.24771  0.499
H  -2.53608  -0.24800  -0.38066  0.193
H  -4.70381  2.49963  -1.66294  0.407
H  -5.47014  2.99306  -0.20692  0.333
H  -5.86864  1.34500  -0.86363  0.383
H  -3.74059  0.98163  2.34136  0.034
H  -5.21335  0.42640  1.53847  0.646
H  -5.02938  2.17776  1.84463  0.298
H  -3.00893  5.62713  0.55108  0.336
H  -3.54299  5.48049  2.24002  0.391
H  -4.27439  4.50470  0.96259  0.229
H  -0.74794  5.22721  0.71026  0.243
H  -0.07073  3.73297  1.39114  0.201
H  -0.72690  4.98072  2.44522  0.567
H  -3.48013  2.90990  3.09432  0.319
H  -2.16157  3.96823  3.61919  0.740
H  -1.69941  2.33258  3.02701  -0.027

=====

3.
The molecule C2H6Cl2OSi in a non-equilibrium geometry. Source: the OMol25 dataset; level of theory: the ωB97M-V functional and the def2-TZVPD basis.

The total energy is -37144.193 eV. As for the LUMO energy: 0.6 eV. The SMILES is CO[Si](C)(Cl)Cl. As for the energy above the lowest of the compared OMol25 structures with the same formula, charge and spin: 126.75 kJ/mol. The calculation puts the orbital gap at 11.12 eV.

Last column: Mulliken charge in e.
Cartesian coordinates (Å):
C  -1.46187  -1.14676  -0.32648  -0.521
O  -0.48302  -0.87792  -1.34358  -0.271
Si  1.14767  -0.58583  -0.97695  0.703
C  1.16696  0.89015  0.55070  -0.952
Cl  1.78449  -0.33244  -2.81359  -0.211
Cl  2.06609  -2.23816  -0.44007  -0.226
H  -1.37097  -2.26065  0.01229  0.222
H  -2.51390  -1.12135  -0.76923  0.209
H  -1.35594  -0.37540  0.52466  0.202
H  0.09286  1.23876  0.70968  0.271
H  1.45994  0.27430  1.49051  0.265
H  1.98376  1.68892  0.27774  0.308

=====

4.
A cluster of 2 separate species, C6H13NSi in total. Source: the OMol25 dataset; level of theory: the ωB97M-V functional and the def2-TZVPD basis.

The total energy is -15798.529 eV. As for the LUMO energy: 0.4 eV. As for the energy above the lowest of the compared OMol25 structures with the same formula, charge and spin: 113.03 kJ/mol. The calculation puts the orbital gap at 7.92 eV.

Last column: Mulliken charge in e.
Cartesian coordinates (Å):
C  -2.77629  -0.72873  -0.87519  0.273
C  -4.03035  -1.21716  -0.37357  -0.796
C  1.94094  -2.25837  -0.47269  -1.250
C  1.17617  3.24069  0.29236  -1.230
C  1.36959  -1.08847  0.32075  -0.398
C  1.25473  1.78564  0.74331  -0.459
N  -1.77747  -0.34038  -1.27151  -0.260
Si  1.30367  0.53479  -0.73271  -0.048
H  -3.90884  -2.23556  -0.00626  0.264
H  -4.77435  -1.21017  -1.17134  0.281
H  -4.36480  -0.57539  0.44087  0.265
H  2.92510  -2.01272  -0.86943  0.347
H  2.04155  -3.15410  0.14259  0.335
H  1.29218  -2.49463  -1.31427  0.317
H  1.95647  3.46171  -0.43351  0.340
H  0.21447  3.44074  -0.18006  0.326
H  1.29281  3.92662  1.13190  0.336
H  1.95612  -0.95399  1.23567  0.380
H  0.35394  -1.34448  0.64069  0.287
H  0.40111  1.57133  1.39647  0.343
H  2.15325  1.65265  1.35592  0.346